{"formula": "C4H4ClF", "method": "ωB97M-V/def2-TZVPD", "elements": ["C", "C", "C", "C", "F", "Cl", "H", "H", "H", "H"], "positions_angstrom": [[0.91234, 0.29481, -0.75700], [0.42753, -0.94271, -0.55818], [0.10839, 0.88916, 0.38055], [-0.38209, -0.54695, 0.57930], [-0.82568, 1.81316, 0.01216], [-2.62749, -0.62085, 0.05013], [1.62862, 0.73858, -1.42196], [0.59511, -1.89517, -1.02040], [0.66350, 1.32793, 1.21596], [-0.50024, -1.05796, 1.51943]], "forces_ev_per_a": [[-0.3766, -0.0534, 0.2864], [0.0822, 0.0732, -0.2483], [0.2399, 0.4560, 0.1449], [-2.8325, -0.0212, -0.4974], [-0.0956, 0.0753, -0.1000], [2.6927, -0.0016, 0.6062], [0.2058, 0.0053, -0.1873], [0.0855, -0.2457, -0.0734], [0.0174, -0.1948, -0.0267], [-0.0188, -0.0931, 0.0956]], "e_above_lowest_ev": 1.4824, "multiplicity": 1, "e_homo_ev": -10.103, "total_energy_ha": -714.77340}